No. 1
102
Properties=species:S:1:pos:R:3:forces:R:3 method="wB97M-V/def2-TZVPD" spin_multiplicity=6 e_homo_ha="-0.4434 / -0.4443" mol_weight_g_mol=830.2 charge=+2 largest_force_ev_per_a=1.6 e_tot_ev=-77437.926
Sm -0.45642 -0.52676 -0.55087 0.6 0.2 1.3
O 1.05568 -3.51886 -4.21187 0.2 -0.1 -0.6
C 0.42848 -2.67216 -3.43167 0.0 -0.4 1.5
O 0.31088 -2.80286 -2.22337 0.0 -0.1 -0.9
C -0.21032 -1.52426 -4.12357 -0.4 0.6 0.1
C -0.24932 -1.37586 -5.50227 -0.2 0.3 0.0
C -1.01412 -0.33776 -6.02977 0.2 -0.3 0.3
C -1.74742 0.46184 -5.16767 0.0 0.1 0.5
C -1.66062 0.23834 -3.79377 1.0 -1.0 -0.6
N -0.85432 -0.71376 -3.27417 -0.4 0.2 -0.9
C -2.50282 0.84774 -2.74537 -0.3 0.2 1.0
O -3.32232 1.84144 -3.00047 0.1 -0.5 0.3
O -2.44972 0.35374 -1.61577 -0.3 0.6 -0.9
H 1.39418 -4.30066 -3.74257 -0.2 0.2 0.1
H 0.28098 -2.06616 -6.13787 0.1 -0.1 -0.1
H -1.06402 -0.18126 -7.09497 0.0 0.0 -0.1
H -2.37422 1.24334 -5.56867 -0.1 0.0 -0.1
H -3.31502 2.16834 -3.91177 0.2 -0.1 0.0
C -3.25062 4.80864 0.82663 -0.1 -0.1 -0.3
C -3.17712 3.62364 -0.14277 -0.1 0.0 0.3
C -3.60562 2.35174 0.58753 0.0 0.0 -0.2
C -1.88092 3.61864 -0.93827 0.1 -0.1 -0.2
C -1.85992 4.57454 -1.95597 0.2 0.0 0.0
C -0.84092 4.65944 -2.87867 0.0 0.0 0.0
C 0.18888 3.73584 -2.83207 -0.1 -0.1 0.0
C 0.22018 2.76874 -1.83977 -0.1 -0.3 0.2
C 1.40298 1.81944 -1.78067 0.0 0.2 -0.1
C 1.90978 1.40164 -3.16897 -0.2 -0.2 0.3
C 2.53148 2.48204 -0.98027 -0.2 -0.4 0.2
C -0.78502 2.73924 -0.84587 0.1 0.5 -0.5
N -0.65572 1.79464 0.21013 -0.2 -0.4 0.3
C -0.81282 2.27664 1.41053 0.2 -0.2 0.1
C -0.90652 1.57944 2.65113 0.2 -0.6 0.2
C -1.23832 2.35264 3.78363 0.0 -0.1 0.2
C -1.39282 1.80114 5.02943 0.0 0.2 -0.1
C -1.22252 0.42354 5.19823 0.0 0.1 -0.2
C -0.87172 -0.36306 4.13303 -0.1 0.0 -0.4
C -0.68752 0.17414 2.82953 -0.4 0.6 0.3
N -0.33052 -0.60306 1.78543 0.1 0.0 -1.2
C 0.23548 -1.86306 2.10083 -0.2 -0.4 0.1
C -0.50422 -3.04136 1.85333 0.1 0.2 0.0
C 0.07948 -4.27126 2.14073 0.2 -0.1 0.0
C 1.34368 -4.35516 2.69273 -0.2 0.0 -0.1
C 2.05458 -3.19576 2.93843 -0.1 0.2 0.0
C 1.53808 -1.93596 2.64623 0.1 -0.2 -0.2
C 2.47438 -0.76666 2.92393 -0.1 0.3 0.1
C 2.37938 -0.26766 4.37193 0.1 -0.1 -0.1
C 2.39298 0.42624 1.96663 0.1 -0.2 0.0
C -1.93422 -3.10146 1.31513 0.0 0.3 -0.1
C -1.94962 -3.26586 -0.21337 -0.1 -0.1 0.5
C -2.88182 -1.96626 1.71713 0.0 -0.1 -0.1
H -4.26452 4.88164 1.20823 -0.1 0.1 0.1
H -2.99382 5.74004 0.33283 0.0 0.2 0.0
H -2.58292 4.67914 1.67323 0.1 0.0 0.1
H -3.94042 3.80304 -0.90957 0.1 0.0 0.1
H -3.15422 2.27284 1.57153 -0.1 0.0 0.1
H -3.37082 1.45944 0.01653 -0.1 0.0 0.1
H -4.68422 2.38834 0.72113 -0.1 0.0 0.1
H -2.67792 5.27644 -2.00837 -0.2 0.1 0.0
H -0.84752 5.42764 -3.63557 0.0 0.1 -0.1
H 0.98848 3.79544 -3.55407 0.1 0.0 -0.1
H 1.10418 0.88704 -1.23487 0.7 0.8 -0.3
H 1.08808 1.27614 -3.87227 0.0 0.0 -0.1
H 2.59588 2.14354 -3.56817 0.0 0.1 -0.1
H 2.45108 0.45984 -3.09637 0.1 -0.1 0.0
H 2.84438 3.40194 -1.46947 -0.1 0.0 -0.1
H 3.39158 1.81954 -0.91277 0.1 0.0 0.1
H 2.19488 2.72554 0.02513 0.0 0.0 0.1
H -0.89952 3.36054 1.51283 0.0 -0.1 -0.1
H -1.38942 3.41324 3.65643 0.0 0.2 0.0
H -1.65242 2.42004 5.87133 0.0 0.1 0.1
H -1.36082 -0.01926 6.17293 0.0 -0.1 0.1
H -0.74802 -1.42866 4.27103 0.1 0.0 0.0
H -0.47772 -5.17826 1.95293 -0.1 -0.1 0.0
H 1.76178 -5.31766 2.93933 0.1 -0.1 0.1
H 3.03428 -3.25646 3.38953 0.2 0.0 0.0
H 3.48068 -1.18846 2.81273 -0.1 0.0 0.0
H 1.44188 0.24764 4.55303 0.0 0.0 0.0
H 3.19038 0.43034 4.56763 0.1 0.1 0.0
H 2.46148 -1.09176 5.07383 0.0 -0.1 0.2
H 1.57538 1.09534 2.21963 0.0 0.1 0.0
H 2.27868 0.09444 0.93473 0.1 0.1 0.0
H 3.31688 0.99694 2.04303 0.1 0.1 0.0
H -2.35652 -4.02156 1.73533 0.1 0.1 -0.1
H -1.67882 -2.31066 -0.72347 -0.7 -1.2 -0.1
H -2.95472 -3.53216 -0.53957 0.0 0.2 -0.2
H -1.26822 -4.05766 -0.52487 0.1 0.2 -0.2
H -2.68842 -1.03656 1.15423 -0.2 -0.2 0.3
H -2.80382 -1.75576 2.78173 0.0 0.2 0.0
H -3.90782 -2.27256 1.51383 0.0 0.0 0.0
C 4.48388 -1.95926 -0.65347 0.2 0.4 -0.1
N 3.44028 -2.91626 -0.35657 -0.1 0.4 -0.1
C 3.84708 -4.27466 -0.04947 -0.1 -0.5 0.2
C 2.17548 -2.57026 -0.30657 -0.1 -0.6 0.1
O 1.72258 -1.43786 -0.57607 0.0 0.6 0.0
H 5.07128 -2.29856 -1.50807 0.0 0.0 0.0
H 5.14338 -1.85136 0.20793 0.0 0.0 0.0
H 4.02998 -0.99686 -0.88197 0.1 0.0 0.0
H 4.90858 -4.38556 -0.25357 0.0 0.0 0.0
H 3.30058 -4.99106 -0.66297 0.0 0.0 0.0
H 3.66528 -4.51026 0.99953 0.1 0.0 0.0
H 1.50198 -3.38646 -0.02337 0.0 0.0 0.0

No. 2
7
Properties=species:S:1:pos:R:3:forces:R:3 method="wB97M-V/def2-TZVPD" spin_multiplicity=5 e_homo_ha="-0.2434 / -0.3675" mol_weight_g_mol=110.0 charge=0 largest_force_ev_per_a=4.1 e_tot_ev=-43812.455
O 1.31396 -0.24199 -0.80564 -0.1 -0.1 -0.6
Co -0.91572 -0.19198 -0.96423 0.3 -0.6 -0.4
O 0.50131 -1.03895 0.10215 0.1 -0.4 0.0
H -0.02467 0.37891 1.23464 -3.0 1.4 -2.4
O -0.85198 0.89712 0.66773 2.6 -0.6 2.8
H -1.58627 1.08737 1.25704 -0.1 0.1 0.2
H 1.56337 -0.89047 -1.49168 0.0 0.2 0.4

No. 3
8
Properties=species:S:1:pos:R:3:forces:R:3 method="wB97M-V/def2-TZVPD" e_homo_ha=-0.3511 mol_weight_g_mol=98.1 charge=0 largest_force_ev_per_a=3.3 e_tot_ev=-16956.484 smiles="S=C1N=CC=N1"
S -2.85367 -0.02898 0.02062 2.1 -0.4 -0.6
C -1.21998 -0.06652 -0.23355 -1.4 0.2 0.6
N -0.46183 1.11319 -0.21972 -1.2 2.6 0.1
C 0.71659 0.79070 0.03804 0.0 -3.2 -0.8
C 0.83859 -0.72052 -0.03260 -0.1 0.6 1.4
N -0.35873 -1.17134 -0.14696 0.7 -2.1 -0.3
H 1.52930 1.33155 0.33538 1.7 2.2 0.3
H 1.80973 -1.24808 0.23880 -1.7 0.2 -0.8